(1)
112
Properties=species:S:1:pos:R:3:lowdin_charge:R:1 method="wB97M-V/def2-TZVPD" multiplicity=1 smiles="O=[N+]([O-])c1ccccc1.O=[N+]([O-])c1ccccc1.O=[N+]([O-])c1ccccc1.O=[N+]([O-])c1ccccc1.O=[N+]([O-])c1ccccc1.O=[N+]([O-])c1ccccc1.O=[N+]([O-])c1ccccc1.O=[N+]([O-])c1ccccc1"
O -5.09 -5.41 -1.47 0.052
N -5.23 -6.62 -1.76 -0.321
O -4.51 -7.51 -1.31 0.071
C -6.20 -6.87 -2.86 -0.119
C -7.17 -5.91 -3.30 0.003
C -8.03 -6.10 -4.38 -0.083
C -8.01 -7.30 -5.06 -0.063
C -7.02 -8.24 -4.68 -0.060
C -6.18 -8.07 -3.57 -0.015
H -7.20 -4.92 -2.87 0.109
H -8.72 -5.32 -4.69 0.106
H -8.76 -7.40 -5.83 0.104
H -7.06 -9.16 -5.25 0.100
H -5.48 -8.87 -3.43 0.115
O -8.03 4.73 -4.41 0.055
N -8.09 3.55 -4.78 -0.363
O -7.16 2.82 -4.68 0.099
C -9.35 3.15 -5.42 -0.100
C -9.59 1.82 -5.87 -0.021
C -10.83 1.41 -6.29 -0.070
C -11.91 2.34 -6.31 -0.036
C -11.68 3.68 -5.91 -0.084
C -10.44 4.06 -5.55 -0.025
H -8.79 1.11 -5.74 0.114
H -10.89 0.37 -6.56 0.104
H -12.87 1.99 -6.66 0.099
H -12.47 4.41 -6.03 0.109
H -10.38 5.14 -5.46 0.118
O 7.23 -2.51 2.19 0.066
N 6.92 -3.40 2.99 -0.340
O 7.46 -3.63 4.06 0.095
C 5.84 -4.26 2.52 -0.139
C 5.39 -4.18 1.18 0.001
C 4.29 -4.92 0.77 -0.063
C 3.68 -5.89 1.60 -0.056
C 4.19 -5.99 2.87 -0.094
C 5.20 -5.18 3.31 -0.023
H 5.92 -3.55 0.47 0.115
H 3.96 -4.77 -0.24 0.101
H 3.00 -6.62 1.17 0.108
H 3.95 -6.91 3.37 0.110
H 5.64 -5.43 4.26 0.121
O -0.34 -1.39 -9.86 0.083
N -0.36 -1.15 -8.68 -0.378
O -0.35 -0.06 -8.18 0.096
C -0.32 -2.32 -7.79 -0.106
C -0.18 -3.63 -8.27 0.000
C -0.28 -4.77 -7.44 -0.068
C -0.56 -4.58 -6.12 -0.092
C -0.65 -3.31 -5.56 -0.083
C -0.58 -2.22 -6.38 -0.004
H 0.06 -3.89 -9.30 0.113
H -0.19 -5.75 -7.87 0.108
H -0.59 -5.45 -5.47 0.107
H -0.82 -3.22 -4.50 0.110
H -0.80 -1.27 -5.92 0.113
O 2.44 4.65 1.96 0.101
N 2.21 3.54 2.31 -0.336
O 2.76 2.99 3.30 0.037
C 1.20 2.65 1.56 -0.097
C 0.27 3.26 0.73 -0.041
C -0.62 2.55 -0.01 -0.078
C -0.60 1.14 0.02 -0.055
C 0.39 0.48 0.77 -0.064
C 1.23 1.23 1.61 -0.007
H 0.44 4.31 0.56 0.116
H -1.34 3.00 -0.68 0.109
H -1.38 0.65 -0.55 0.102
H 0.32 -0.59 0.91 0.102
H 1.93 0.79 2.31 0.109
O 5.05 14.91 -3.43 0.078
N 4.27 14.31 -2.70 -0.372
O 3.31 14.77 -2.14 0.093
C 4.51 12.90 -2.43 -0.111
C 3.41 12.05 -2.17 -0.020
C 3.57 10.71 -1.86 -0.071
C 4.87 10.17 -1.78 -0.046
C 6.04 10.98 -2.01 -0.066
C 5.82 12.29 -2.38 -0.015
H 2.40 12.43 -2.23 0.115
H 2.64 10.19 -1.65 0.105
H 4.98 9.19 -1.34 0.095
H 7.05 10.67 -1.79 0.104
H 6.75 12.82 -2.48 0.110
O 11.09 0.74 11.01 0.088
N 11.52 1.85 10.77 -0.356
O 12.40 2.41 11.42 0.068
C 10.80 2.67 9.81 -0.128
C 10.15 2.11 8.70 -0.001
C 9.38 2.85 7.76 -0.056
C 9.29 4.21 7.99 -0.089
C 9.94 4.85 9.05 -0.068
C 10.75 4.11 9.91 0.007
H 10.15 1.03 8.64 0.110
H 8.86 2.34 6.97 0.108
H 8.72 4.76 7.26 0.104
H 9.92 5.93 9.18 0.105
H 11.31 4.60 10.69 0.109
O -6.47 -5.27 6.49 0.093
N -5.63 -4.90 5.73 -0.375
O -5.84 -4.13 4.82 0.076
C -4.24 -5.32 6.00 -0.144
C -3.98 -6.16 7.13 0.013
C -2.64 -6.45 7.36 -0.076
C -1.58 -5.90 6.61 -0.068
C -1.89 -4.99 5.59 -0.047
C -3.26 -4.70 5.32 -0.010
H -4.80 -6.49 7.76 0.115
H -2.38 -7.16 8.13 0.101
H -0.55 -6.16 6.77 0.101
H -1.04 -4.56 5.08 0.100
H -3.48 -3.95 4.57 0.118

(2)
113
Properties=species:S:1:pos:R:3:lowdin_charge:R:1 method="wB97M-V/def2-TZVPD" multiplicity=1
Ca -0.71 -0.52 -1.19 1.333
C 2.62 -3.86 2.12 -0.078
N 1.43 -3.29 1.52 -0.123
C 1.18 -2.09 0.98 -0.123
N -0.08 -2.03 0.59 -0.007
C -0.57 -3.26 0.92 -0.220
N 0.30 -4.05 1.48 0.133
C 2.86 -3.48 3.56 -0.186
C 4.04 -3.94 4.15 -0.039
C 4.28 -3.73 5.49 -0.059
C 3.36 -3.05 6.27 -0.018
C 2.19 -2.57 5.68 -0.133
C 1.94 -2.78 4.33 0.040
C 1.24 -1.83 6.52 -0.299
N 1.05 -1.93 7.79 0.125
N 0.09 -0.96 8.11 0.127
C -0.21 -0.38 7.00 -0.295
O 0.47 -0.88 5.94 0.133
C -1.09 0.77 6.77 -0.131
C -2.16 1.05 7.61 -0.016
C -2.95 2.15 7.35 -0.063
C -2.70 2.96 6.25 -0.033
C -1.63 2.68 5.41 -0.187
C -1.31 3.55 4.20 -0.073
N -0.67 2.75 3.17 -0.141
C -1.21 1.76 2.46 -0.145
N -0.28 1.00 1.92 0.116
C 0.86 1.60 2.36 -0.219
N 0.68 2.65 3.13 0.114
C -0.83 1.58 5.68 0.036
H 3.49 -3.63 1.50 0.136
H 2.45 -4.93 2.06 0.135
H 1.91 -1.30 0.88 0.139
H -1.57 -3.57 0.70 0.116
H 4.76 -4.47 3.54 0.118
H 5.20 -4.09 5.94 0.108
H 3.53 -2.88 7.32 0.117
H 1.02 -2.42 3.89 0.124
H -2.35 0.41 8.46 0.118
H -3.79 2.38 8.00 0.107
H -3.34 3.81 6.04 0.115
H -0.60 4.33 4.46 0.135
H -2.21 4.01 3.80 0.131
H -2.28 1.64 2.35 0.138
H 1.85 1.24 2.11 0.109
H 0.02 1.36 5.04 0.113
Br -7.34 -0.85 1.45 0.778
C -5.58 -0.93 0.78 -0.674
C -4.52 -1.03 1.66 -0.094
C -3.25 -1.07 1.10 -0.128
N -3.02 -1.03 -0.20 0.065
C -4.05 -0.94 -1.04 -0.178
C -5.36 -0.89 -0.58 -0.049
C -3.74 -0.92 -2.51 -0.188
C -4.76 -0.95 -3.46 -0.054
C -4.40 -0.99 -4.80 -0.667
Br -5.76 -1.06 -6.11 0.771
C -3.08 -0.97 -5.17 -0.082
C -2.13 -0.90 -4.15 -0.132
N -2.45 -0.89 -2.86 0.045
H -4.66 -1.07 2.73 0.106
H -2.37 -1.13 1.74 0.099
H -6.20 -0.81 -1.25 0.098
H -5.80 -0.97 -3.18 0.095
H -2.77 -0.98 -6.20 0.113
H -1.08 -0.87 -4.40 0.077
C 2.81 2.27 -0.84 -0.012
C 1.35 1.89 -0.90 -0.380
O 1.09 0.68 -0.78 -0.156
C 0.33 2.91 -1.05 -0.114
C 0.74 4.26 -1.13 -0.056
C -0.15 5.30 -1.21 -0.114
C -1.53 5.00 -1.21 -0.096
C -1.98 3.71 -1.15 -0.041
C -1.08 2.60 -1.08 -0.426
O -1.55 1.42 -1.04 -0.259
H 3.39 1.36 -0.79 0.081
H 3.01 2.90 0.03 0.087
H 3.10 2.83 -1.72 0.086
H 1.79 4.49 -1.12 0.099
H 0.19 6.32 -1.26 0.090
H -2.25 5.81 -1.27 0.100
H -3.03 3.48 -1.17 0.110
C 1.72 5.04 -5.56 -0.087
N 0.63 4.22 -5.04 -0.045
C 0.34 2.91 -5.16 -0.837
S -1.06 2.35 -4.39 0.665
N 1.12 2.06 -5.85 -0.034
C 2.44 2.26 -6.43 -0.078
H 1.70 5.98 -5.02 0.085
H 1.60 5.26 -6.63 0.083
H 2.69 4.58 -5.40 0.068
H -0.10 4.71 -4.55 0.093
H 0.91 1.10 -5.61 0.061
H 3.22 2.33 -5.67 0.087
H 2.47 3.13 -7.07 0.068
H 2.64 1.39 -7.05 0.088
O -0.44 -3.58 -1.98 0.038
C 0.49 -3.04 -2.56 -0.520
N 0.66 -1.68 -2.65 -0.199
S 1.85 -1.30 -3.67 0.629
O 1.31 -0.85 -4.94 -0.325
O 2.86 -0.47 -3.07 -0.296
C 2.44 -2.95 -3.91 -0.219
C 3.52 -3.40 -4.64 -0.030
C 3.72 -4.77 -4.69 -0.070
C 2.86 -5.65 -4.04 -0.066
C 1.77 -5.17 -3.32 0.000
C 1.58 -3.80 -3.27 -0.134
H 4.19 -2.71 -5.15 0.121
H 4.56 -5.17 -5.25 0.105
H 3.04 -6.71 -4.09 0.104
H 1.08 -5.83 -2.80 0.122

In the order shown, the computed gap between HOMO and LUMO values come out to 8.831, 6.798 eV.
In the order shown, the computed LUMO values come out to -1.028, -0.269 eV.